No. 1
{"formula": "C5H14N2O", "method": "the ωB97M-V functional and the def2-TZVPD basis", "de_lowest_ev": 5.786, "homo_lumo_gap_ev": [8.195, 8.196], "total_charge": 0, "e_lumo_ha": [0.0345, 0.0345], "homo_ha": [-0.267, -0.267], "symbols": ["O", "N", "N", "C", "C", "C", "C", "C", "H", "H", "H", "H", "H", "H", "H", "H", "H", "H", "H", "H", "H", "H"], "positions_angstrom": [[-1.4082, -1.5413, -1.6702], [-1.0273, -0.1626, -1.7989], [-1.6503, 0.5424, -0.8502], [1.7572, 0.9924, 0.0480], [1.0780, -0.3626, 0.2078], [-1.9050, 1.1617, 1.5100], [1.9998, -1.5272, -0.1429], [-1.6963, 0.1736, 0.4210], [-1.5683, 1.5360, -1.0489], [0.7658, -0.4807, 1.2474], [0.2479, -0.4073, -0.6853], [-1.1980, 0.9746, 2.3203], [2.8905, -1.5336, 0.4921], [-2.9091, 1.0868, 1.9351], [2.6639, 1.0576, 0.6537], [-1.7560, 2.1822, 1.1553], [1.4920, -2.4812, -0.0001], [1.0906, 1.8015, 0.3503], [-1.7872, -0.8816, 0.6159], [2.3309, -1.4582, -1.1798], [-1.4444, -1.8339, -2.5868], [2.0333, 1.1613, -0.9938]], "mulliken_charge": [-0.407, -0.921, 0.277, -1.310, 0.767, -1.177, -1.487, -0.037, 0.346, 0.245, -0.139, 0.264, 0.401, 0.338, 0.397, 0.338, 0.344, 0.271, 0.478, 0.332, 0.363, 0.317]}



No. 2
{"formula": "C25H33ClN4NiOSSb", "method": "the ωB97M-V functional and the def2-TZVPD basis", "homo_lumo_gap_ev": [6.859, 6.975], "total_charge": 1, "e_lumo_ha": [-0.1195, -0.1199], "homo_ha": [-0.372, -0.376], "s2": 2.01, "multiplicity": 3, "symbols": ["Sb", "Ni", "Cl", "S", "O", "N", "N", "N", "N", "C", "C", "C", "C", "C", "C", "C", "C", "C", "C", "C", "C", "C", "C", "C", "C", "C", "C", "C", "C", "C", "C", "C", "C", "C", "H", "H", "H", "H", "H", "H", "H", "H", "H", "H", "H", "H", "H", "H", "H", "H", "H", "H", "H", "H", "H", "H", "H", "H", "H", "H", "H", "H", "H", "H", "H", "H", "H"], "positions_angstrom": [[0.2263, -1.8785, -0.8057], [-0.5412, 0.1750, 0.5518], [5.3511, 4.1296, -1.3542], [-0.8400, -0.7588, 2.7625], [1.3993, 0.5106, 1.0034], [-2.5289, 0.2353, -0.0073], [-0.5411, 1.9106, -0.5379], [0.0505, 1.6283, 3.5083], [1.3128, -0.1407, 4.2097], [0.9957, 2.6277, 3.9671], [-4.1262, 1.4605, -1.3444], [1.7551, -1.5258, 4.2441], [-0.8866, -3.6921, -0.8781], [4.1478, 3.0750, -0.6840], [-2.1164, 3.3368, -1.8420], [-2.8375, 1.2910, -0.8127], [-3.4493, -0.6600, 0.2613], [0.2154, -1.4199, -2.8912], [-4.7581, -0.5875, -0.2508], [-3.4143, 3.5134, -2.3708], [-5.0919, 0.4713, -1.0443], [3.6025, 1.2623, 0.8083], [0.2561, 0.3100, 3.5419], [-4.3984, 2.5963, -2.1441], [-1.8047, 2.2286, -1.0996], [-1.1616, -0.9730, -3.3710], [-0.7956, -4.4801, 0.4249], [0.5260, 2.5141, -0.9677], [2.2100, -2.5959, -0.5609], [2.8439, 3.1730, -1.0628], [2.2227, 1.3327, 0.4577], [4.5279, 2.1036, 0.2616], [2.5726, -3.7328, -1.5078], [1.8556, 2.3213, -0.5024], [2.3153, -2.8967, 0.4827], [0.9648, -0.6457, -3.0662], [-1.4202, -5.3733, 0.3939], [-5.3901, 2.7271, -2.5560], [-0.5092, -4.2677, -1.7243], [0.4250, 3.2512, -1.7645], [1.9551, 0.5425, 4.5790], [1.2498, 2.4770, 5.0180], [5.5703, 2.0279, 0.5426], [0.8946, -2.1843, 4.1926], [-1.9184, -3.4214, -1.1092], [3.8953, 0.5061, 1.5248], [-0.7440, 1.9283, 2.9734], [1.9223, -4.5978, -1.3713], [-6.0925, 0.5721, -1.4454], [1.9053, 2.6222, 3.3602], [-1.1598, -0.7741, -4.4435], [2.2795, -1.6959, 5.1815], [-3.1559, -1.4672, 0.9233], [0.5279, 3.6048, 3.8886], [-1.1152, -3.8829, 1.2818], [-1.3777, 4.1032, -2.0297], [-5.4725, -1.3575, 0.0010], [0.5429, -2.3143, -3.4229], [3.5958, -4.0669, -1.3306], [-1.4837, -0.0566, -2.8712], [2.5087, -3.4284, -2.5527], [-1.9228, -1.7339, -3.1862], [2.5489, 3.9160, -1.7931], [2.8541, -1.7257, -0.7019], [2.4188, -1.7383, 3.4048], [0.2274, -4.8056, 0.6216], [-3.6194, 4.3938, -2.9636]], "lowdin_spin": [0.056, 1.629, 0.001, 0.041, 0.066, 0.043, 0.041, 0.009, 0.006, 0.001, 0.001, 0.001, 0.018, 0.003, 0.001, 0.002, 0.004, 0.010, 0.002, 0.000, 0.000, 0.005, 0.013, 0.001, 0.002, 0.000, 0.001, 0.006, 0.013, -0.002, 0.007, 0.002, 0.004, 0.004, 0.000, 0.000, 0.000, 0.000, 0.002, 0.002, 0.000, 0.000, 0.000, 0.000, 0.000, 0.000, 0.001, 0.000, 0.000, 0.000, 0.000, 0.000, 0.000, 0.000, 0.000, 0.000, 0.000, 0.002, 0.001, 0.000, 0.000, 0.000, 0.000, 0.000, 0.000, 0.000, 0.000]}



No. 3
{"formula": "C3H4N2O", "method": "the ωB97M-V functional and the def2-TZVPD basis", "de_lowest_ev": 2.072, "homo_lumo_gap_ev": 10.124, "total_charge": 0, "e_lumo_ha": 0.0372, "homo_ha": -0.335, "symbols": ["O", "N", "N", "C", "C", "C", "H", "H", "H", "H"], "positions_angstrom": [[-0.8564, 1.5997, 0.5648], [-0.6318, 1.0624, -0.6767], [0.0773, -1.0192, -1.5159], [-0.0857, -0.1338, -0.4803], [-0.1757, 0.8758, 1.4084], [0.2499, -0.3174, 0.8827], [0.8878, -1.5960, -1.4876], [-0.0527, 1.3181, 2.3615], [0.6706, -1.1737, 1.3713], [-0.0834, -0.6157, -2.4283]], "mulliken_charge": [-0.109, -0.460, -0.483, 0.499, -0.310, -0.398, 0.232, 0.435, 0.335, 0.259]}



Number 1: calculated total energy -10435.2424 eV. Number 2: calculated total energy -105403.6017 eV. Number 3: calculated total energy -8201.8133 eV.